Record 1
{
  "formula": "C24H36Ca2F3O17",
  "method": "ωB97M-V/def2-TZVPD",
  "species": ["Ca", "Ca", "C", "O", "O", "C", "F", "F", "F", "C", "C", "H", "H", "H", "H", "H", "H", "C", "C", "C", "O", "C", "O", "O", "H", "H", "H", "H", "H", "H", "C", "C", "C", "O", "C", "O", "O", "H", "H", "H", "H", "H", "H", "C", "C", "C", "O", "C", "O", "O", "H", "H", "H", "H", "H", "H", "C", "C", "C", "O", "C", "O", "O", "H", "H", "H", "H", "H", "H", "C", "C", "C", "O", "C", "O", "O", "H", "H", "H", "H", "H", "H"],
  "xyz": [[0.633, 1.710, 4.846], [5.118, 3.102, 5.087], [3.083, 1.072, 2.828], [1.647, 0.868, 2.607], [3.205, 2.021, 3.851], [3.999, -0.236, 2.829], [5.158, 0.104, 3.429], [3.477, -1.229, 3.476], [4.330, -0.615, 1.676], [1.201, 0.331, 1.378], [-0.257, 0.494, 1.240], [-0.627, 1.513, 1.123], [-0.533, -0.074, 0.352], [-0.646, -0.233, 1.952], [1.469, -0.717, 1.248], [1.587, 0.792, 0.469], [3.309, 1.639, 1.925], [1.394, -4.185, 2.065], [0.374, -3.682, 2.994], [0.699, -3.836, 4.545], [0.280, -2.614, 5.156], [-0.051, -1.847, 4.232], [-0.522, -0.714, 4.506], [0.230, -2.294, 2.986], [1.142, -3.798, 1.078], [1.327, -5.273, 2.082], [2.442, -3.992, 2.295], [-0.609, -4.103, 2.781], [1.783, -3.903, 4.647], [0.318, -4.806, 4.864], [3.023, 3.293, -4.829], [2.595, 2.034, -3.962], [3.252, 0.717, -4.191], [3.875, 0.299, -2.901], [3.762, 1.353, -2.062], [4.069, 1.444, -0.917], [3.027, 2.363, -2.656], [2.350, 4.035, -4.399], [2.896, 3.055, -5.885], [4.056, 3.637, -4.774], [1.528, 1.814, -4.012], [4.042, 0.870, -4.926], [2.460, 0.040, -4.513], [-0.324, 3.136, -2.079], [-1.042, 3.674, -0.876], [-1.738, 5.124, -0.950], [-3.023, 4.893, -0.586], [-3.206, 3.587, -0.266], [-4.284, 3.189, 0.100], [-2.152, 2.849, -0.637], [-0.185, 2.067, -2.238], [0.647, 3.559, -2.337], [-0.893, 3.518, -2.927], [-0.462, 3.402, 0.005], [-1.608, 5.493, -1.967], [-1.373, 5.828, -0.203], [-6.496, -0.330, 0.067], [-5.013, -0.747, -0.384], [-3.915, 0.005, 0.413], [-3.154, -1.051, 0.888], [-3.827, -2.167, 0.760], [-3.537, -3.176, 1.256], [-4.964, -2.035, 0.104], [-6.591, -0.356, 1.152], [-7.342, -0.837, -0.396], [-6.528, 0.732, -0.179], [-4.740, -0.689, -1.438], [-4.360, 0.567, 1.234], [-3.399, 0.748, -0.194], [-0.764, -3.929, -1.246], [-0.487, -2.447, -1.259], [0.910, -2.001, -1.692], [0.789, -0.913, -2.510], [-0.467, -0.947, -2.962], [-0.922, -0.227, -3.805], [-1.223, -1.892, -2.309], [-1.840, -4.016, -1.392], [-0.410, -4.516, -0.398], [-0.202, -4.340, -2.085], [-0.891, -1.960, -0.372], [1.693, -2.712, -1.954], [1.428, -1.532, -0.856]],
  "forces_ev_per_angstrom": [[0.186, -1.972, -1.828], [-0.806, -1.110, -1.411], [-0.627, 1.800, -2.196], [0.825, 0.157, 2.622], [0.264, -0.450, 2.391], [-0.551, 2.528, 1.612], [0.654, 0.674, 1.159], [-1.095, -1.332, 1.350], [0.023, -0.668, -3.226], [0.474, -0.250, -2.251], [-0.657, -1.840, 0.071], [-0.157, -0.170, 0.524], [0.086, 0.479, -0.555], [-1.039, 1.025, 0.745], [0.050, -0.138, 0.595], [1.152, 0.721, 0.460], [0.869, -0.495, -0.440], [0.489, -0.571, -0.565], [-0.177, -0.976, 3.042], [1.713, -2.331, -2.094], [-0.019, -3.001, 1.773], [-0.776, 3.856, -2.044], [1.292, 0.052, -0.899], [-1.145, 3.302, 0.522], [0.236, -0.294, -0.167], [-0.152, -0.083, -0.383], [-0.130, 0.520, 0.218], [-0.017, -0.132, -0.124], [0.032, 0.170, 0.201], [-0.640, 0.694, 0.965], [-1.000, -1.752, 0.353], [1.340, 1.517, -0.493], [1.060, -0.532, -0.530], [-0.605, 1.250, -0.400], [-2.231, 0.572, -1.605], [0.749, -0.549, 0.773], [0.385, -0.534, 1.720], [0.130, 0.494, -0.816], [-0.666, 0.399, -0.029], [0.053, -0.441, 0.719], [-0.270, 0.872, 0.261], [0.091, -0.746, 0.055], [0.754, -0.640, 0.165], [0.034, 1.240, -2.092], [1.076, -0.032, 0.592], [3.417, -0.590, -0.027], [-2.009, -1.497, 0.775], [-2.345, 0.958, -1.429], [1.315, -0.577, 0.316], [-1.917, -0.919, 0.593], [-0.482, -0.122, 0.705], [0.229, 0.321, 0.898], [-0.329, -0.467, -0.377], [0.682, 1.239, 0.341], [-0.370, 0.226, 0.063], [0.710, 0.054, -0.400], [-0.462, 0.573, -0.249], [-0.595, 1.259, 1.442], [-1.465, 1.099, -1.200], [1.213, 0.283, 0.126], [1.592, 0.056, 2.240], [0.888, -2.823, 0.641], [-1.636, 0.610, -2.002], [0.308, -0.469, -0.031], [0.464, -0.213, -0.214], [0.149, 0.317, -0.439], [-0.909, -0.102, -0.769], [-0.141, -0.043, 0.233], [0.416, -0.389, -0.028], [0.514, -0.096, -0.470], [0.567, -0.610, -0.056], [2.591, -0.309, 4.280], [-0.992, 0.426, -1.775], [-2.105, 1.035, -1.674], [0.573, -0.497, 0.875], [-0.360, 1.185, -1.526], [0.110, -0.534, 0.044], [-0.245, 0.418, 0.317], [-0.481, -0.227, -0.284], [0.554, 0.027, 0.518], [-0.735, -0.538, -1.054], [0.026, -0.352, 0.858]],
  "lowdin_spin": [0.00, 0.00, 0.00, 0.00, 0.00, 0.00, 0.00, 0.00, 0.00, 0.00, 0.00, 0.00, 0.00, 0.00, 0.00, 0.00, 0.00, 0.00, 0.00, 0.00, 0.00, 0.00, 0.00, 0.00, 0.00, 0.00, 0.00, 0.00, 0.00, 0.00, 0.00, 0.00, 0.00, 0.00, 0.00, 0.00, 0.00, 0.00, 0.00, 0.00, 0.00, 0.00, 0.00, 0.00, 0.00, 0.00, 0.00, 0.00, 0.00, 0.00, 0.00, 0.00, 0.00, 0.00, 0.00, 0.00, 0.15, 0.14, 0.03, 0.00, 0.02, 0.17, 0.40, 0.00, 0.00, 0.03, 0.05, 0.02, 0.00, 0.00, 0.00, 0.00, 0.00, 0.00, 0.00, 0.00, 0.00, 0.00, 0.00, 0.00, 0.00, 0.00],
  "e_lumo_ev": [-13.4, -15.1],
  "multiplicity": 2,
  "homo_lumo_gap_ev": [4.48, 2.78],
  "charge": 4,
  "e_homo_ev": [-17.84, -17.84]
}

Record 2
{
  "formula": "C24H36CrN2Si",
  "method": "ωB97M-V/def2-TZVPD",
  "species": ["C", "C", "C", "H", "C", "C", "H", "H", "H", "H", "Cr", "C", "H", "H", "H", "Si", "C", "C", "H", "C", "H", "C", "H", "C", "H", "C", "H", "C", "C", "H", "C", "H", "C", "H", "C", "H", "C", "H", "H", "H", "C", "N", "C", "C", "C", "N", "C", "C", "H", "H", "H", "H", "H", "H", "H", "H", "H", "H", "H", "H", "H", "H", "H", "H"],
  "xyz": [[0.957, 2.095, 1.276], [-0.095, 1.924, 0.337], [-1.343, 1.987, 1.029], [0.022, 1.862, -0.743], [-1.066, 2.306, 2.405], [0.369, 2.363, 2.566], [0.907, 2.664, 3.462], [2.017, 2.127, 1.040], [-2.324, 1.927, 0.557], [-1.809, 2.559, 3.162], [-0.241, 0.319, 2.082], [-1.674, -2.112, -2.457], [-2.191, -1.995, -1.504], [-1.634, -3.178, -2.720], [-2.225, -1.674, -3.318], [-0.515, -0.416, -2.834], [1.288, -0.556, -3.222], [2.012, 0.570, -2.780], [1.488, 1.477, -2.466], [3.403, 0.531, -2.717], [3.950, 1.395, -2.336], [4.084, -0.608, -3.151], [5.174, -0.628, -3.127], [3.379, -1.728, -3.605], [3.919, -2.628, -3.908], [1.984, -1.703, -3.664], [1.432, -2.570, -4.036], [-1.599, 0.977, -3.425], [-1.146, 1.893, -4.393], [-0.215, 1.704, -4.929], [-1.870, 3.059, -4.664], [-1.483, 3.775, -5.391], [-3.058, 3.323, -3.974], [-3.630, 4.223, -4.190], [-3.506, 2.441, -2.984], [-4.397, 2.665, -2.394], [-2.791, 1.270, -2.728], [-3.138, 0.583, -1.952], [-0.473, -0.009, -1.407], [-0.451, -2.006, -2.458], [2.321, -1.165, 1.977], [0.878, -1.512, 1.876], [0.591, -2.085, 0.554], [0.443, -2.470, 2.979], [-0.748, -1.937, 3.767], [-0.569, -0.481, 4.058], [-1.805, 0.062, 4.659], [0.584, -0.225, 4.960], [2.873, -2.009, 2.419], [2.451, -0.266, 2.597], [2.727, -0.943, 0.981], [0.963, -3.123, 0.514], [-0.493, -2.078, 0.382], [1.084, -1.491, -0.224], [0.153, -3.423, 2.507], [1.305, -2.653, 3.642], [-1.685, -2.061, 3.195], [-0.840, -2.477, 4.726], [-2.000, -0.442, 5.621], [-1.696, 1.141, 4.830], [-2.641, -0.112, 3.965], [0.343, -0.618, 5.962], [1.504, -0.698, 4.596], [0.748, 0.859, 5.018]],
  "forces_ev_per_angstrom": [[-0.348, 0.617, 0.271], [0.017, -0.163, 0.384], [0.279, 0.230, -0.037], [0.010, -0.222, 0.449], [-0.040, -0.358, 0.163], [0.114, 0.042, -0.711], [-0.118, -0.106, -0.250], [-0.202, -0.021, 0.022], [0.329, 0.069, 0.208], [0.244, -0.019, -0.300], [-0.092, 0.759, -0.258], [-1.989, -0.775, -0.787], [0.124, 0.223, -0.045], [0.226, 0.372, 0.006], [-0.380, -0.131, 0.156], [1.630, 1.088, 2.078], [-0.798, -0.132, -0.940], [0.495, 0.322, 0.259], [0.159, -0.240, -0.099], [-0.116, -0.247, -0.107], [-0.089, -0.202, -0.162], [0.405, 0.320, 0.385], [-0.267, -0.021, 0.060], [-0.834, -0.276, -0.348], [-0.175, 0.329, -0.001], [0.854, 0.236, -0.118], [0.180, 0.185, 0.213], [-0.693, 0.206, -1.044], [-0.249, -0.033, 0.162], [-0.177, 0.006, 0.117], [-0.111, -0.062, 0.271], [-0.200, -0.232, 0.150], [0.279, -0.154, 0.020], [0.171, -0.128, 0.058], [0.217, -0.314, -0.048], [0.231, -0.059, -0.295], [0.279, 0.158, -0.134], [0.062, 0.215, -0.135], [-0.251, -0.453, -0.139], [0.963, -0.425, 0.410], [-0.062, -0.083, 0.120], [-0.096, -0.245, 0.518], [0.048, -0.309, -0.046], [0.354, 0.272, -0.675], [0.096, 0.647, 0.351], [-0.156, -0.256, -0.250], [0.231, -0.216, 0.026], [-0.545, -0.060, -0.041], [0.097, 0.219, -0.189], [-0.029, -0.326, -0.111], [-0.192, -0.072, 0.315], [-0.035, 0.110, -0.235], [0.257, -0.032, 0.021], [-0.266, -0.112, 0.151], [0.210, 0.207, 0.290], [-0.375, 0.017, -0.262], [0.447, 0.175, 0.268], [-0.043, -0.158, -0.191], [-0.110, 0.102, -0.100], [0.003, -0.422, -0.080], [0.265, 0.121, 0.250], [0.196, 0.052, -0.049], [-0.367, 0.160, 0.045], [-0.068, -0.394, -0.008]],
  "lowdin_spin": [0.01, 0.02, 0.01, 0.00, -0.02, 0.00, 0.00, 0.00, 0.01, 0.00, 2.77, 0.21, 0.02, 0.01, 0.03, 0.16, 0.08, 0.10, 0.01, 0.01, 0.00, 0.10, 0.01, 0.02, 0.00, 0.08, 0.01, 0.02, 0.01, 0.00, 0.00, 0.00, 0.00, 0.00, 0.00, 0.00, 0.01, 0.00, 0.01, 0.09, 0.01, 0.02, 0.04, 0.01, 0.03, 0.02, 0.01, 0.01, 0.00, 0.01, 0.00, 0.01, 0.02, 0.01, 0.00, 0.00, 0.01, 0.00, 0.00, 0.00, 0.01, 0.00, 0.00, 0.00],
  "e_lumo_ev": [0.3, 0.2],
  "multiplicity": 5,
  "relative_energy_kj_mol": 298.2,
  "homo_lumo_gap_ev": [3.90, 4.38],
  "e_homo_ev": [-3.56, -4.17]
}

Record 3
{
  "formula": "C24H36F3GaN2NaO5S2",
  "method": "ωB97M-V/def2-TZVPD",
  "species": ["F", "C", "F", "F", "Ga", "C", "C", "C", "S", "C", "S", "N", "C", "C", "N", "C", "C", "C", "C", "C", "C", "C", "C", "C", "H", "H", "H", "H", "H", "H", "H", "H", "H", "H", "H", "H", "H", "H", "H", "H", "H", "H", "H", "Na", "C", "O", "H", "H", "H", "C", "C", "C", "O", "H", "H", "H", "H", "H", "H", "H", "H", "C", "C", "C", "O", "C", "O", "O", "H", "H", "H", "H", "H", "H"],
  "xyz": [[-6.734, -2.118, -0.216], [-6.500, -3.393, -0.640], [-6.529, -3.377, -2.009], [-7.654, -4.055, -0.301], [-4.874, -4.362, 0.206], [-3.230, -4.361, -1.000], [-2.864, -2.993, -1.627], [-1.638, -2.350, -0.933], [-0.279, -2.055, -2.108], [-0.561, -0.431, -2.808], [-2.036, -0.044, -3.351], [0.480, 0.505, -2.859], [1.600, 0.485, -2.026], [2.322, 1.586, -2.361], [1.712, 2.271, -3.389], [0.620, 1.612, -3.653], [-4.544, -3.667, 2.102], [-5.426, -4.494, 3.087], [-6.786, -3.892, 3.348], [-6.972, -2.538, 3.621], [-8.229, -2.004, 3.866], [-9.345, -2.831, 3.858], [-9.184, -4.180, 3.574], [-7.921, -4.702, 3.332], [-5.318, -5.907, 0.378], [-3.444, -5.045, -1.824], [-2.391, -4.795, -0.451], [-2.572, -3.181, -2.661], [-3.698, -2.296, -1.676], [-1.228, -2.996, -0.162], [-1.960, -1.417, -0.472], [1.840, -0.221, -1.267], [3.246, 1.851, -1.866], [-0.113, 1.861, -4.400], [-4.753, -2.603, 2.220], [-3.509, -3.818, 2.424], [-5.601, -5.453, 2.599], [-4.907, -4.684, 4.030], [-6.096, -1.902, 3.636], [-8.311, -0.942, 4.054], [-10.323, -2.417, 4.061], [-10.061, -4.812, 3.552], [-7.815, -5.761, 3.134], [2.566, -1.917, -1.781], [5.461, 1.519, -0.129], [4.925, 0.275, -0.030], [4.761, 2.370, -0.031], [6.240, 1.787, 0.632], [5.986, 1.766, -1.085], [5.636, 2.287, 3.620], [6.302, 3.587, 3.197], [6.798, 4.371, 4.406], [5.392, 4.388, 2.450], [4.766, 2.493, 4.252], [5.282, 1.732, 2.750], [6.331, 1.654, 4.177], [7.139, 3.369, 2.533], [5.961, 4.637, 5.059], [7.270, 5.303, 4.090], [7.520, 3.793, 4.986], [4.643, 4.588, 3.021], [4.421, 4.838, -5.640], [5.317, 4.947, -4.431], [6.220, 3.756, -4.208], [6.408, 3.778, -2.793], [5.302, 4.355, -2.246], [5.020, 4.343, -1.100], [4.550, 4.949, -3.223], [3.767, 5.707, -5.711], [5.012, 4.769, -6.555], [3.778, 3.960, -5.563], [5.894, 5.876, -4.467], [7.174, 3.839, -4.724], [5.744, 2.809, -4.479]],
  "forces_ev_per_angstrom": [[0.096, 0.363, -0.357], [0.092, -0.735, 0.519], [0.011, 0.432, -0.192], [-0.161, -0.033, -0.021], [0.389, -0.359, 0.374], [-0.623, 0.530, -0.162], [0.825, -0.959, -0.106], [-1.333, 0.348, -0.409], [1.135, 0.603, 0.070], [-1.186, 0.472, -0.160], [-0.058, -0.004, -0.032], [0.346, -1.647, 0.919], [0.570, 0.842, -0.658], [0.250, -0.524, 0.388], [-0.197, -0.015, -0.074], [0.092, 0.286, -0.113], [-0.250, -0.285, 0.299], [-0.032, 0.372, -0.663], [-0.261, -0.113, 0.152], [0.163, -0.100, -0.028], [0.240, -0.186, -0.012], [0.152, 0.163, -0.073], [-0.071, 0.163, 0.154], [-0.100, 0.049, 0.045], [-0.058, 0.058, -0.054], [-0.069, -0.142, 0.071], [0.100, 0.050, -0.006], [-0.096, 0.215, -0.136], [-0.013, 0.097, 0.183], [0.209, -0.058, -0.052], [0.518, 0.210, 0.025], [-0.696, 0.489, 0.606], [0.053, 0.266, -0.165], [-0.064, -0.023, -0.028], [0.085, 0.059, -0.043], [0.146, 0.065, -0.290], [0.026, -0.262, 0.334], [-0.050, 0.079, 0.111], [-0.045, 0.149, 0.003], [-0.139, 0.034, 0.065], [-0.087, -0.035, -0.045], [0.038, -0.147, -0.028], [0.047, -0.037, -0.114], [0.727, -0.171, 0.200], [0.111, 0.563, -0.191], [-0.482, -0.682, -0.257], [-0.305, -0.194, 0.147], [-0.006, -0.341, 0.076], [-0.009, -0.313, -0.111], [-0.039, -0.156, -0.198], [-0.394, 0.015, 0.468], [0.186, 0.105, -0.072], [0.226, 0.103, -0.161], [0.077, 0.053, 0.088], [0.078, 0.015, -0.035], [-0.029, -0.002, 0.026], [-0.085, 0.058, -0.138], [-0.019, -0.103, 0.019], [0.028, -0.028, -0.023], [-0.021, 0.004, 0.025], [-0.041, -0.063, -0.012], [-0.308, 0.029, 0.104], [-0.253, -0.112, -0.375], [0.228, -0.020, 0.026], [-0.078, 0.126, -0.087], [-0.132, 0.007, 0.040], [0.078, 0.378, -0.094], [0.226, -0.042, 0.075], [0.066, 0.037, -0.037], [0.045, 0.023, 0.024], [0.075, -0.050, 0.038], [0.071, -0.038, 0.039], [0.079, 0.001, 0.167], [-0.094, 0.066, -0.072]],
  "lowdin_charge": [0.02, -0.60, 0.01, 0.00, 0.50, -0.28, -0.35, -0.44, 0.89, -1.01, 0.77, -0.14, -0.12, -0.08, 0.09, -0.17, -0.26, -0.26, -0.23, -0.05, -0.09, -0.11, -0.10, -0.05, -0.03, 0.03, 0.03, 0.07, 0.08, 0.07, 0.09, 0.06, 0.10, 0.11, 0.02, 0.03, 0.05, 0.10, 0.10, 0.09, 0.09, 0.09, 0.11, 0.62, -0.47, -0.45, 0.03, 0.04, 0.04, -0.06, -0.51, -0.08, -0.05, 0.08, 0.07, 0.08, 0.13, 0.07, 0.07, 0.07, 0.08, -0.03, -0.35, -0.10, 0.05, -0.55, 0.17, 0.07, 0.08, 0.09, 0.08, 0.15, 0.13, 0.14],
  "e_lumo_ev": 0.4,
  "multiplicity": 1,
  "homo_lumo_gap_ev": 4.25,
  "charge": -1,
  "e_homo_ev": -3.86
}

no.,total energy (eV)
1,-105266.5141
2,-64742.9277
3,-125302.9559